The following is a quantum chemistry calculation of a molecular structure, C39H83BCrF4NO28 at a distorted geometry, from the OMol25 dataset.

Values from the calculation:
Energy relative to the best compared isomer or geometry (same formula, charge and spin): 4.346 eV
Net charge: +1
Spin multiplicity: 5
Frontier orbital gap (spin up / spin down): 0.1984 / 0.1826 Eh
Maximum force: 0.3843 Eh/bohr

The geometry in XYZ format:
```
157
C39H83BCrF4NO28 | the OMol25 dataset | ωB97M-V/def2-TZVPD
Cr -1.382 -4.034 0.057
N -3.612 -2.679 2.788
H -4.434 -2.082 2.828
H -3.808 -3.664 2.640
H -2.934 -2.579 3.554
H -3.023 -2.309 1.986
C -0.352 -0.482 -0.427
C -1.337 -0.793 0.705
C -2.419 0.301 0.820
O -1.872 -2.086 0.660
H -0.892 -0.473 -1.378
H 0.434 -1.235 -0.485
H 0.113 0.497 -0.316
H -0.742 -0.788 1.631
H -1.948 1.245 1.110
H -3.198 0.192 1.585
H -2.940 0.481 -0.121
B 0.792 -4.861 -1.378
F 0.133 -3.630 -1.441
F -0.072 -5.623 -0.485
F 0.906 -5.460 -2.605
F 1.992 -4.755 -0.725
C -6.099 -2.324 -1.271
C -4.612 -2.077 -1.234
O -4.126 -2.597 -2.507
C -3.294 -3.607 -2.571
O -2.652 -4.057 -1.640
O -3.275 -3.989 -3.836
C -2.729 -5.275 -4.145
H -6.502 -1.758 -2.110
H -6.721 -1.983 -0.441
H -6.224 -3.406 -1.326
H -4.027 -2.557 -0.451
H -4.369 -1.016 -1.227
H -3.253 -5.748 -4.972
H -2.730 -5.924 -3.272
H -1.715 -5.064 -4.493
C -0.638 5.628 0.278
C -2.075 5.168 0.046
O -2.133 3.838 -0.411
C -2.586 3.559 -1.621
O -3.163 4.291 -2.384
O -2.347 2.285 -1.877
C -2.624 1.689 -3.125
H -0.505 6.698 0.429
H -0.016 5.346 -0.575
H -0.227 5.150 1.171
H -2.485 5.920 -0.625
H -2.482 5.197 1.055
H -2.393 0.633 -3.043
H -2.009 2.238 -3.840
H -3.631 1.842 -3.521
C 2.537 -2.268 1.363
C 1.786 -2.177 2.685
O 1.623 -3.489 3.245
C 0.691 -4.243 2.743
O -0.001 -3.960 1.790
O 0.625 -5.395 3.401
C -0.544 -6.167 3.267
H 2.938 -1.287 1.103
H 1.841 -2.529 0.566
H 3.360 -2.978 1.310
H 0.825 -1.676 2.565
H 2.378 -1.588 3.384
H -0.445 -7.022 3.931
H -0.720 -6.528 2.252
H -1.430 -5.614 3.596
C -2.353 3.295 3.709
C -3.538 4.219 3.630
O -4.305 4.096 2.449
C -4.881 2.940 2.113
O -5.056 2.029 2.899
O -5.184 2.931 0.858
C -5.717 1.799 0.194
H -1.605 3.401 2.917
H -2.568 2.229 3.598
H -1.880 3.475 4.676
H -3.167 5.244 3.665
H -4.163 4.166 4.525
H -5.765 2.051 -0.858
H -6.648 1.466 0.655
H -5.068 0.942 0.395
C 0.970 -1.326 -4.311
C -0.382 -0.803 -4.816
O -0.354 0.607 -4.921
C -0.302 1.177 -6.140
O -0.327 0.601 -7.186
O -0.109 2.474 -5.952
C -0.045 3.290 -7.121
H 0.952 -2.414 -4.271
H 1.234 -0.849 -3.366
H 1.720 -1.004 -5.036
H -1.199 -1.149 -4.181
H -0.508 -1.259 -5.800
H -0.181 4.332 -6.836
H -0.710 3.002 -7.929
H 1.014 3.280 -7.393
C 1.781 0.721 2.349
C 1.807 2.211 2.086
O 3.123 2.706 2.170
C 3.336 4.017 2.388
O 2.499 4.871 2.511
O 4.639 4.173 2.400
C 5.141 5.519 2.532
H 2.309 0.221 1.531
H 0.808 0.231 2.315
H 2.217 0.445 3.311
H 1.141 2.740 2.770
H 1.457 2.335 1.057
H 6.142 5.485 2.960
H 4.562 6.163 3.187
H 5.243 5.840 1.498
C -2.490 0.331 4.731
C -1.196 0.001 4.073
O -0.398 -0.687 5.072
C -0.539 -2.004 5.115
O -1.254 -2.631 4.360
O 0.187 -2.469 6.098
C 0.096 -3.883 6.379
H -3.024 -0.518 5.162
H -3.216 0.803 4.057
H -2.410 1.114 5.486
H -0.689 0.914 3.771
H -1.301 -0.606 3.171
H 0.429 -4.103 7.387
H 0.699 -4.404 5.640
H -0.946 -4.188 6.289
C 4.051 -1.386 -1.639
C 4.641 -0.563 -2.755
O 5.845 -1.239 -3.130
C 6.516 -0.720 -4.137
O 6.257 0.346 -4.658
O 7.562 -1.476 -4.422
C 8.341 -1.153 -5.562
H 4.631 -1.459 -0.716
H 3.925 -2.444 -1.882
H 3.057 -1.009 -1.394
H 4.722 0.477 -2.448
H 3.935 -0.636 -3.583
H 8.486 -0.094 -5.756
H 7.930 -1.677 -6.426
H 9.325 -1.598 -5.421
C 4.991 1.003 1.766
C 4.334 2.003 0.850
O 3.394 1.386 -0.019
C 2.536 2.184 -0.611
O 2.193 3.282 -0.235
O 2.057 1.568 -1.701
C 1.125 2.292 -2.495
H 4.248 0.447 2.337
H 5.602 1.581 2.458
H 5.596 0.278 1.218
H 5.064 2.614 0.315
H 3.813 2.697 1.518
H 0.757 1.667 -3.308
H 1.610 3.174 -2.908
H 0.207 2.500 -1.940
```